A cluster of 2 separate species, C4H13N2O in total, computed with wB97M-V/def2-TZVPD.

Geometry as ORCA input:
```
! wB97M-V def2-TZVPD RIJCOSX def2/J DEFGRID3
* xyz 0 2
C 0.749 2.420 -1.592
C 0.672 1.376 -0.465
C 1.387 0.084 -0.875
N 1.146 -1.013 0.048
C -0.157 -1.334 0.423
N -0.446 -2.586 0.959
H 1.283 1.988 -2.446
H -0.233 2.695 -1.975
H 1.305 3.324 -1.363
H 1.163 1.794 0.404
H -0.352 1.086 -0.248
H 1.203 -0.178 -1.923
H 2.437 0.282 -0.756
H 1.698 -1.820 -0.189
H -0.961 -0.635 0.470
H -1.360 -2.705 1.354
H 0.242 -3.299 1.114
H -3.233 -0.865 3.043
H -3.606 0.009 1.857
O -2.939 -0.623 2.159
*
```

As for the orbital gap (spin up / spin down): 5.097 / 9.303 eV. The LUMO energy (spin up / spin down) is 0.73 / 0.71 eV. Its expectation value of S² is 0.7531.

The molecule C4H5NO in a non-equilibrium geometry, computed with wB97M-V/def2-TZVPD.

Geometry as ORCA input:
```
! wB97M-V def2-TZVPD RIJCOSX def2/J DEFGRID3
* xyz 0 1
O -0.945 -1.857 0.732
C -0.469 -0.664 0.283
C 0.042 -0.378 -0.982
C 0.605 0.888 -0.967
N 0.336 1.406 0.293
C -0.340 0.487 1.041
H -0.894 -2.477 -0.006
H 0.178 -1.018 -1.844
H 1.620 0.588 -1.204
H 0.530 2.349 0.601
H -0.663 0.676 2.054
*
```

As for the orbital gap: 8.892 eV. The LUMO energy is 0.95 eV. Its SMILES is Oc1cc[nH]c1.

The molecule C5H7FN2 in a non-equilibrium geometry, computed with wB97M-V/def2-TZVPD.

Geometry as ORCA input:
```
! wB97M-V def2-TZVPD RIJCOSX def2/J DEFGRID3
* xyz 0 1
C -1.987 -1.717 -0.016
C -0.497 -1.426 -0.040
C -0.251 0.115 -0.171
C 1.146 0.439 -0.236
C 2.141 -0.264 0.411
F 3.545 -0.247 -0.130
N -1.163 0.991 -0.026
N -0.731 2.265 0.223
H -2.977 -0.848 -0.237
H -2.158 -2.852 0.259
H 0.515 -2.146 -0.112
H 1.518 1.333 -0.839
H 1.857 -1.131 0.985
H 0.320 2.486 0.044
H -1.278 3.001 -0.115
*
```

As for the orbital gap: 8.124 eV. The LUMO energy is -0.21 eV. Its SMILES is C=CC(/C=C/F)=N/N.

The molecule C4H6O2S2, computed with wB97M-V/def2-TZVPD.

Geometry as ORCA input:
```
! wB97M-V def2-TZVPD RIJCOSX def2/J DEFGRID3
* xyz 0 1
O -1.502 1.058 -1.330
C -1.262 0.187 -0.529
O -2.039 -0.902 -0.394
C -0.100 0.174 0.460
C 0.593 -1.196 0.508
S 1.606 -1.278 -0.997
S 2.435 0.577 -0.595
C 0.908 1.286 0.121
H -2.768 -0.807 -1.052
H -0.582 0.369 1.458
H -0.147 -2.009 0.474
H 1.239 -1.291 1.402
H 1.167 1.831 1.044
H 0.454 2.000 -0.569
*
```

As for the orbital gap: 8.793 eV. The LUMO energy is 0.52 eV. Its SMILES is O=C(O)C1CSSC1.

A cluster of 7 separate species, C32H82N4O12 in total in a non-equilibrium geometry, computed with wB97M-V/def2-TZVPD.

Geometry as ORCA input:
```
! wB97M-V def2-TZVPD RIJCOSX def2/J DEFGRID3
* xyz 0 1
C 3.349 -3.531 2.598
O 2.686 -3.569 1.359
C 1.464 -4.282 1.474
C 0.813 -4.391 0.087
N 0.215 -5.712 -0.053
C -0.980 -5.849 0.750
C -1.576 -7.236 0.515
O -2.082 -7.324 -0.794
C -2.603 -8.583 -1.134
H 3.500 -4.485 3.124
H 2.742 -2.952 3.308
H 4.344 -3.134 2.411
H 0.758 -3.768 2.143
H 1.678 -5.253 1.924
H 1.683 -4.129 -0.525
H 0.051 -3.649 -0.187
H -0.027 -5.965 -1.003
H -1.792 -5.190 0.385
H -0.856 -5.710 1.823
H -2.437 -7.365 1.188
H -0.823 -7.978 0.806
H -2.710 -8.564 -2.220
H -3.630 -8.786 -0.799
H -1.965 -9.397 -0.787
C -1.178 2.852 -0.768
O -1.219 3.390 0.516
C -1.110 4.807 0.543
C -2.445 5.505 0.277
N -2.463 6.872 0.741
C -1.438 7.726 0.145
C -1.879 9.186 0.032
O -1.935 9.797 1.305
C -2.668 11.006 1.310
H -1.524 1.816 -0.805
H -0.164 2.807 -1.191
H -1.804 3.368 -1.507
H -0.459 5.106 -0.284
H -0.716 5.043 1.529
H -3.208 4.870 0.734
H -2.633 5.482 -0.811
H -3.342 7.324 0.511
H -1.173 7.446 -0.886
H -0.572 7.711 0.814
H -2.824 9.190 -0.524
H -1.088 9.679 -0.546
H -2.082 11.890 1.036
H -2.914 11.124 2.371
H -3.607 11.034 0.752
C -3.295 -4.388 4.189
O -2.192 -3.661 3.682
C -2.473 -2.310 3.311
C -3.395 -2.149 2.118
N -2.598 -2.219 0.881
C -3.398 -1.956 -0.313
C -3.881 -0.533 -0.453
O -4.863 -0.144 0.487
C -5.754 0.856 0.036
H -4.208 -3.792 4.283
H -3.022 -4.803 5.158
H -3.534 -5.167 3.459
H -1.537 -1.803 3.089
H -2.942 -1.871 4.201
H -3.872 -1.172 2.210
H -4.283 -2.796 2.164
H -2.075 -3.083 0.927
H -4.173 -2.720 -0.492
H -2.670 -2.250 -1.085
H -4.273 -0.418 -1.470
H -3.028 0.142 -0.312
H -6.425 0.457 -0.735
H -5.233 1.716 -0.396
H -6.331 1.089 0.928
C 3.737 -1.641 -2.857
O 4.041 -2.682 -3.746
C 2.937 -3.509 -4.020
C 1.947 -2.843 -4.976
N 2.664 -2.499 -6.202
C 2.004 -1.448 -6.965
C 1.978 -0.077 -6.297
O 3.270 0.470 -6.244
C 3.307 1.638 -5.451
H 3.576 -1.955 -1.820
H 2.957 -0.934 -3.152
H 4.617 -1.011 -2.690
H 2.511 -3.957 -3.118
H 3.324 -4.336 -4.628
H 1.516 -1.953 -4.502
H 1.122 -3.527 -5.186
H 3.555 -2.093 -5.920
H 0.996 -1.816 -7.178
H 2.437 -1.248 -7.951
H 1.435 -0.179 -5.343
H 1.308 0.653 -6.777
H 2.949 1.429 -4.435
H 2.763 2.445 -5.947
H 4.352 1.889 -5.261
C 4.654 4.093 -1.664
C 3.545 3.460 -0.862
C 2.367 4.419 -0.679
O 3.084 2.287 -1.521
H 4.825 5.103 -1.296
H 4.415 4.151 -2.728
H 5.556 3.480 -1.609
H 3.880 3.195 0.149
H 1.743 4.638 -1.543
H 2.724 5.358 -0.233
H 1.719 4.112 0.152
H 2.456 1.851 -0.932
C 0.005 -0.366 5.972
C 1.220 0.529 5.778
C 2.462 -0.264 5.477
O 0.939 1.492 4.735
H 0.155 -1.213 6.647
H -0.169 -0.886 5.022
H -0.917 0.104 6.308
H 1.364 1.204 6.626
H 3.298 0.415 5.292
H 2.395 -0.986 4.667
H 2.767 -0.767 6.400
H 1.098 2.384 5.037
O 1.347 -0.689 2.207
C 0.633 -0.041 1.184
C 1.092 -0.620 -0.145
O 2.500 -0.382 -0.299
H 0.997 -0.618 3.094
H -0.440 -0.250 1.271
H 0.877 1.028 1.188
H 0.546 -0.144 -0.966
H 0.868 -1.685 -0.247
H 2.796 -0.458 0.623
*
```

As for the orbital gap: 9.048 eV. The LUMO energy is 0.57 eV. Its SMILES is COCCNCCOC.COCCNCCOC.COCCNCCOC.COCCNCCOC.CC(C)O.CC(C)O.OCCO.

The molecule C4H5NO in a non-equilibrium geometry, computed with wB97M-V/def2-TZVPD.

Geometry as ORCA input:
```
! wB97M-V def2-TZVPD RIJCOSX def2/J DEFGRID3
* xyz 0 1
C -0.493 -0.274 -1.507
C 0.531 -0.130 -0.410
O 1.641 -0.595 -0.474
C 0.117 0.678 0.839
C 0.114 -0.190 2.019
N 0.109 -0.886 2.941
H -0.214 -1.100 -2.163
H -0.513 0.652 -2.096
H -1.498 -0.430 -1.102
H -0.868 1.144 0.730
H 0.858 1.471 0.994
*
```

As for the orbital gap: 10.998 eV. The LUMO energy is 0.56 eV. Its SMILES is CC(=O)CC#N.

Number 1: energy -9384.3645 eV. Number 2: energy -7764.6851 eV. Number 3: energy -10989.8935 eV. Number 4: energy -30011.3816 eV. Number 5: energy -65036.3005 eV. Number 6: energy -7766.0324 eV.